Record 1
80
Properties=species:S:1:pos:R:3 method="wB97M-V/def2-TZVPD" e_lumo_ev="2.126 / 2.013" fmax_ha_per_bohr=0.0219 total_energy_ha=-2097.50370 mol_weight_da=497.4 gap_ev="6.8 / 6.7" charge=-1 multiplicity=3 s_squared=2.008
C -8.1226 2.4324 0.3261
C -7.1332 2.0353 1.4045
O -7.9391 1.4034 2.4371
C -6.0435 1.1181 0.8905
B -4.8447 1.9188 0.0922
P -3.3280 2.2042 1.3368
P -2.4919 4.0726 0.7070
O -1.9169 3.9701 -0.6462
O -3.5789 5.2775 0.7622
O -1.4071 4.5552 1.8087
H -8.9646 2.9521 0.7913
H -8.5069 1.5285 -0.1500
H -7.6677 3.0915 -0.4107
H -6.6825 2.9406 1.8305
H -7.3346 0.8874 2.9763
H -5.6133 0.5642 1.7383
H -6.4824 0.3836 0.2084
H -5.2160 2.9890 -0.3622
H -4.3840 1.2454 -0.8105
H -3.8570 2.6213 2.5887
H -3.6499 5.6046 -0.1434
H -1.5919 5.4634 2.0713
C 1.9971 1.6273 -1.2518
C 1.0562 1.6568 -2.4777
C -0.1111 0.6765 -2.2912
C 0.2529 -0.7961 -2.4803
C 1.0001 -1.0110 -3.7956
C 2.2334 -0.1140 -3.9183
N 1.8118 1.3102 -3.7270
O 1.2996 1.8163 -4.7949
C 3.2961 -0.5523 -2.8972
C 2.8658 -0.2550 -5.2973
C 0.4707 3.0568 -2.5753
H 3.0480 1.6381 -1.5389
H 1.8380 2.5037 -0.6244
H 1.8307 0.7504 -0.6248
H -0.8990 0.9359 -3.0042
H -0.5345 0.8384 -1.2981
H 0.8455 -1.1600 -1.6350
H -0.6649 -1.3882 -2.4847
H 1.3146 -2.0543 -3.8957
H 0.3243 -0.8010 -4.6311
H 4.1634 0.1098 -2.9355
H 3.6314 -1.5595 -3.1545
H 2.9420 -0.5900 -1.8711
H 2.1565 -0.0396 -6.0933
H 3.2226 -1.2790 -5.4217
H 3.7160 0.4212 -5.4040
H 1.2365 3.8087 -2.7829
H 0.0020 3.2891 -1.6229
H -0.3030 3.1317 -3.3361
C 3.0364 -1.5503 4.1695
C 2.0775 -1.4982 2.9547
C 0.8900 -2.4534 3.1346
C 1.2151 -3.9305 2.9107
C 1.9379 -4.1340 1.5806
C 3.1902 -3.2647 1.4541
N 2.8055 -1.8386 1.6894
O 2.2567 -1.3098 0.6535
C 4.2668 -3.7428 2.4395
C 3.7854 -3.3833 0.0564
C 1.5439 -0.0723 2.8450
H 4.0790 -1.5574 3.8562
H 2.9082 -0.6654 4.7918
H 2.8647 -2.4214 4.8038
H 0.1043 -2.1634 2.4307
H 0.4812 -2.3032 4.1364
H 1.8085 -4.3284 3.7393
H 0.2841 -4.5006 2.9051
H 2.2231 -5.1813 1.4522
H 1.2533 -3.8888 0.7627
H 5.1448 -3.0964 2.3954
H 4.5772 -4.7499 2.1569
H 3.9323 -3.7924 3.4717
H 3.0618 -3.1330 -0.7163
H 4.1166 -4.4106 -0.1030
H 4.6466 -2.7224 -0.0555
H 2.3484 0.6346 2.6360
H 1.0857 0.1975 3.7972
H 0.7888 0.0299 2.0697


Record 2
11
Properties=species:S:1:pos:R:3 method="wB97M-V/def2-TZVPD" e_lumo_ev="-12.902 / -13.662" fmax_ha_per_bohr=0.0680 relative_energy_kj_mol=514.7 total_energy_ha=-401.79925 mol_weight_da=266.5 gap_ev="8.5 / 7.7" charge=+2 multiplicity=2 s_squared=0.762
O -2.0798 1.1593 2.6831
Tl -2.1136 1.1653 0.8046
C -1.0581 2.6660 -1.6182
C -0.1236 1.7841 -2.4076
H -0.5357 3.1767 -0.7954
H -1.5373 3.4236 -2.2514
H 0.3594 1.0391 -1.7620
H -0.6543 1.2701 -3.2213
H 0.6559 2.4123 -2.8591
O -2.1058 1.8908 -0.9775
H -2.9491 2.0320 -1.4342


Record 3
76
Properties=species:S:1:pos:R:3 method="wB97M-V/def2-TZVPD" e_lumo_ev="0.586 / 0.447" fmax_ha_per_bohr=0.0873 total_energy_ha=-2139.31257 mol_weight_da=547.8 gap_ev="4.1 / 10.0" multiplicity=2 s_squared=0.750
Mg -0.3961 -1.3893 -1.9744
F -0.0245 -0.2663 -0.4174
C 2.6991 0.0810 2.7993
C 3.3009 -0.8901 3.7698
C 2.0658 -1.3264 4.5848
O 1.0867 -1.3821 3.5826
C 1.3199 -0.4072 2.5696
H 3.2461 0.1799 1.8617
H 2.6492 1.0673 3.2604
H 4.0904 -0.3569 4.2995
H 3.7973 -1.6621 3.1818
H 1.6943 -0.6449 5.3502
H 2.3253 -2.2712 5.0625
H 0.6401 0.4426 2.6296
H 1.2969 -0.9148 1.6053
C 0.8604 4.0762 -0.8104
C 1.5028 4.1107 0.5731
C 2.5939 3.0480 0.5738
O 2.8051 2.9190 -0.8195
C 1.5644 2.9981 -1.5831
H 1.0485 5.0484 -1.2659
H -0.2237 3.9900 -0.7374
H 0.6926 3.8455 1.2522
H 2.0371 5.0417 0.7627
H 2.4053 2.0918 1.0619
H 3.5111 3.4928 0.9598
H 1.0251 2.0518 -1.6248
H 1.6378 3.1956 -2.6525
C -3.4429 4.9953 -0.3268
O -4.2967 4.1412 0.4941
C -3.7846 2.9088 0.9773
O -4.4128 2.1170 1.6860
O -2.4350 2.7574 0.7433
C -1.6723 1.6019 1.0539
H -2.4959 5.0527 0.2100
H -3.8251 6.0095 -0.4428
H -3.1843 4.4974 -1.2613
H -1.4008 1.5032 2.1050
H -0.8516 1.7862 0.3606
H -2.1582 0.6973 0.6883
C -3.0482 1.5479 -2.3051
O -3.9559 0.5889 -1.8258
C -3.5984 -0.7038 -1.5255
O -2.4794 -1.2617 -1.7611
O -4.6465 -1.2642 -0.9425
C -4.7547 -2.6099 -0.5432
H -2.6890 1.3126 -3.3070
H -2.1951 1.6903 -1.6417
H -3.6056 2.4789 -2.4074
H -4.3001 -2.6993 0.4434
H -4.4275 -3.2980 -1.3226
H -5.8006 -2.8297 -0.3290
C 0.9339 -5.1432 -0.5325
O 0.0830 -4.7581 0.5167
C -0.6801 -3.6967 0.2862
O -0.7245 -3.0157 -0.7595
O -1.3439 -3.4447 1.3934
C -1.9499 -2.0986 1.5923
H 1.1735 -6.2028 -0.4437
H 1.8336 -4.5313 -0.4688
H 0.5515 -4.9587 -1.5364
H -1.9697 -1.4624 0.7074
H -1.3236 -1.6326 2.3530
H -2.9282 -2.0875 2.0729
C 3.8291 -0.1716 -1.3886
O 3.7688 -1.4213 -2.0705
C 2.6957 -2.0451 -2.4852
O 1.5104 -1.8814 -2.1783
O 3.1153 -3.0409 -3.3464
C 2.2305 -3.8531 -4.0770
H 3.1016 0.5582 -1.7441
H 4.8273 0.2382 -1.5424
H 3.5947 -0.2863 -0.3303
H 1.3874 -4.0636 -3.4190
H 2.6460 -4.8343 -4.3062
H 1.8476 -3.3560 -4.9683


Record 4
75
Properties=species:S:1:pos:R:3 method="wB97M-V/def2-TZVPD" e_lumo_ev="-2.056 / -2.069" fmax_ha_per_bohr=0.0094 total_energy_ha=-3213.56536 mol_weight_da=732.1 gap_ev="7.8 / 8.1" charge=+1 multiplicity=4 s_squared=3.761
Co -0.0720 -0.1202 -0.5743
C -2.8156 2.7045 2.2345
N -2.8120 1.2571 2.4346
C -3.9582 0.7005 3.1513
C -1.9345 0.5017 1.7704
O -1.0785 0.9887 1.0166
C -2.0020 -1.0113 1.9514
O -0.8746 -1.6336 1.3905
C 0.1804 -1.9471 2.2648
C 1.4409 -1.1764 1.8850
O 1.4412 -0.4385 0.8932
N 2.5251 -1.3384 2.6443
C 2.6177 -2.2972 3.7395
C 3.7728 -0.6701 2.2865
H -3.0054 3.1898 3.1897
H -1.8522 3.0221 1.8518
H -3.5957 3.0004 1.5306
H -4.2388 1.3894 3.9441
H -4.8139 0.5717 2.4860
H -3.7229 -0.2549 3.6092
H -2.1015 -1.2635 3.0070
H -2.8820 -1.3906 1.4275
H -0.0856 -1.7369 3.3027
H 0.3838 -3.0172 2.1772
H 1.6459 -2.6872 4.0182
H 3.2582 -3.1339 3.4563
H 3.0521 -1.8099 4.6108
H 3.5645 0.1687 1.6314
H 4.2533 -0.3128 3.1960
H 4.4470 -1.3636 1.7794
C 4.0219 -0.7712 -2.6488
Sb 2.1662 0.1993 -2.1951
C 3.0309 2.1257 -1.8329
C 1.5073 0.4701 -4.2585
C 1.6019 1.8955 -4.7070
C 2.8039 2.3620 -5.2424
C 2.9787 3.6887 -5.5988
C 1.9335 4.5854 -5.4260
C 0.7258 4.1308 -4.9229
C 0.5340 2.7947 -4.5668
C -0.8162 2.3606 -4.0739
Sb -0.9431 2.1148 -1.9315
C -0.5176 4.1483 -1.4330
C -3.0718 2.2383 -1.7813
H 4.5521 -0.1691 -3.3864
H 3.8330 -1.7654 -3.0512
H 4.6288 -0.8578 -1.7481
H 3.6126 2.4443 -2.6963
H 3.6794 2.0495 -0.9589
H 2.2561 2.8659 -1.6319
H 0.5009 0.0569 -4.3112
H 2.1675 -0.1704 -4.8427
H 3.6199 1.6586 -5.3797
H 3.9213 4.0196 -6.0155
H 2.0499 5.6250 -5.7024
H -0.1043 4.8227 -4.8224
H -1.1378 1.4175 -4.5172
H -1.5664 3.1167 -4.3075
H -1.3528 4.7703 -1.7543
H 0.3874 4.4592 -1.9560
H -0.3671 4.2582 -0.3596
H -3.4200 3.1184 -2.3203
H -3.3443 2.3230 -0.7295
H -3.5354 1.3438 -2.1953
C -1.8071 -3.7289 -3.3111
C -2.1956 -2.4261 -3.5808
C -1.7082 -1.3790 -2.8001
C -0.8335 -1.5855 -1.7255
C -0.4653 -2.9172 -1.4842
C -0.9338 -3.9720 -2.2582
H -2.1767 -4.5470 -3.9162
H -2.8738 -2.2210 -4.4009
H -2.0363 -0.3733 -3.0564
H 0.2224 -3.1491 -0.6724
H -0.6163 -4.9863 -2.0443